Molecular formula: C53H48BrN8O4RbSi
Method: DFT, wB97M-V/def2-TZVPD

HOMO energy: -0.0541 Ha
Multiplicity: 1
Relative energy (zero: lowest compared OMol25 entry of this formula, charge and spin): 37.43 kJ/mol
E_LUMO: 3.48 eV
HOMO-LUMO gap: 4.95 eV
Total charge: -2

The geometry in XYZ format:
```
116
Properties=species:S:1:pos:R:3:lowdin_charge:R:1
Rb -0.600 -0.003 -0.101 0.666
Br -2.627 -5.828 5.373 0.610
C -1.991 -4.291 4.426 -0.721
C -2.418 -3.013 4.815 -0.166
C -1.982 -1.911 4.132 -0.030
C -1.097 -1.993 2.990 -0.424
O -0.789 -0.982 2.328 -0.220
C -0.624 -3.328 2.678 -0.129
C 0.377 -3.606 1.665 -0.099
N 1.083 -2.762 1.013 0.133
C 2.125 -3.254 0.229 -0.207
C 2.929 -4.301 0.625 -0.042
C 3.994 -4.761 -0.175 -0.098
C 4.274 -4.171 -1.373 -0.066
C 3.500 -3.064 -1.802 -0.161
C 3.758 -2.384 -3.017 -0.027
C 3.007 -1.302 -3.360 -0.051
C 1.992 -0.877 -2.472 -0.149
N 1.717 -1.490 -1.353 0.087
C 2.439 -2.585 -1.004 -0.147
C -1.110 -4.435 3.384 -0.123
H -3.095 -2.909 5.655 0.086
H -2.310 -0.917 4.415 0.103
H 0.531 -4.684 1.486 0.117
H 2.758 -4.750 1.595 0.104
H 4.600 -5.588 0.178 0.093
H 5.092 -4.516 -1.994 0.098
H 4.561 -2.738 -3.656 0.107
H 3.174 -0.761 -4.282 0.094
H 1.392 -0.002 -2.707 0.097
H -0.765 -5.425 3.102 0.096
C 4.536 5.280 -0.427 -0.061
O 4.473 4.388 0.674 -0.084
C 4.701 4.871 1.917 -0.227
C 5.452 6.014 2.160 -0.025
C 5.777 6.394 3.457 -0.113
C 5.344 5.624 4.522 -0.118
C 4.549 4.511 4.285 -0.028
C 4.192 4.119 2.997 -0.175
N 3.404 2.983 2.832 0.149
C 2.320 2.748 1.956 -0.369
N 1.730 3.886 1.507 0.143
C 0.917 4.110 0.346 -0.232
C 0.370 3.083 -0.427 -0.096
C -0.384 3.554 -1.520 -0.185
C -0.593 4.900 -1.826 -0.138
C -0.033 5.879 -1.013 -0.076
C 0.717 5.468 0.073 -0.274
O 1.301 6.441 0.915 -0.164
C 0.396 6.911 1.895 -0.104
N 1.917 1.565 1.711 0.153
C 2.598 0.452 2.221 -0.219
C 2.057 -0.203 3.332 -0.037
C 2.617 -1.351 3.863 -0.106
C 3.750 -1.893 3.271 -0.120
C 4.290 -1.281 2.154 -0.033
C 3.733 -0.123 1.616 -0.224
O 4.390 0.356 0.517 -0.080
C 3.692 1.106 -0.479 -0.057
H 4.076 4.755 -1.260 0.098
H 5.572 5.530 -0.675 0.085
H 3.968 6.188 -0.219 0.096
H 5.813 6.595 1.323 0.100
H 6.372 7.283 3.624 0.091
H 5.596 5.898 5.539 0.090
H 4.164 3.930 5.115 0.111
H 3.563 2.224 3.477 0.138
H 2.124 4.738 1.873 0.111
H -0.843 2.825 -2.188 0.050
H -1.182 5.191 -2.692 0.077
H -0.160 6.938 -1.209 0.097
H -0.470 7.396 1.432 0.082
H 0.928 7.635 2.514 0.080
H 0.037 6.087 2.522 0.091
H 1.136 0.198 3.733 0.110
H 2.145 -1.839 4.708 0.096
H 4.191 -2.806 3.653 0.090
H 5.149 -1.699 1.643 0.113
H 4.212 0.895 -1.415 0.089
H 3.735 2.172 -0.266 0.070
H 2.650 0.808 -0.560 0.061
N -9.587 3.381 -4.976 0.133
C -8.882 2.829 -4.253 -0.195
C -8.007 2.143 -3.339 -0.245
C -8.547 1.318 -2.355 -0.035
C -7.714 0.651 -1.478 -0.006
C -6.333 0.814 -1.566 -0.170
C -5.790 1.647 -2.546 0.025
C -6.625 2.298 -3.433 -0.013
N -5.486 0.137 -0.679 -0.024
C -5.781 -0.324 0.599 -0.062
C -4.636 -0.895 1.060 -0.117
N -3.652 -0.807 0.103 0.057
C -4.173 -0.194 -0.911 -0.150
H -9.619 1.191 -2.291 0.115
H -8.131 -0.016 -0.737 0.107
H -4.720 1.789 -2.608 0.124
H -6.205 2.941 -4.194 0.124
H -6.739 -0.160 1.058 0.102
H -4.442 -1.337 2.024 0.100
H -3.651 -0.002 -1.841 0.075
C 0.851 -0.219 -6.475 -0.205
Si -0.972 0.046 -6.073 0.337
C -1.450 1.725 -6.781 -0.206
C -1.926 -1.243 -7.068 -0.210
C -1.295 -0.060 -4.323 -0.356
C -1.442 -0.075 -3.092 -0.216
H 1.017 -0.271 -7.555 0.016
H 1.204 -1.149 -6.024 0.015
H 1.458 0.596 -6.073 0.022
H -1.215 1.792 -7.848 0.015
H -0.922 2.525 -6.257 0.022
H -2.521 1.899 -6.653 0.017
H -1.713 -1.143 -8.138 0.014
H -3.002 -1.130 -6.919 0.017
H -1.653 -2.253 -6.755 0.020
```